Formula: C10H30ClO10
Source: the OMol25 dataset
Level of theory: ωB97M-V/def2-TZVPD

CARTESIAN COORDINATES (ANGSTROEM)
Cl: -0.74 -0.16 0.24
C: -0.11 4.28 -0.31
C: -0.06 2.74 0.02
O: -0.65 1.98 -1.03
O: 0.65 4.54 -1.52
H: 0.26 4.89 0.51
H: -1.14 4.56 -0.49
H: -0.60 2.53 0.94
H: 0.93 2.32 0.22
H: -0.67 1.06 -0.76
H: 1.54 4.60 -1.16
C: -0.23 -3.10 -0.56
C: -1.49 -3.25 -1.47
O: -1.20 -3.59 -2.84
O: 0.51 -1.96 -0.87
H: 0.39 -3.98 -0.72
H: -0.54 -3.00 0.49
H: -2.04 -2.31 -1.44
H: -2.19 -3.99 -1.08
H: -0.68 -2.90 -3.24
H: 0.13 -1.23 -0.38
C: 1.86 0.07 2.32
C: 1.23 1.52 2.06
O: -0.17 1.36 2.26
O: 1.79 -0.70 1.12
H: 1.31 -0.48 3.09
H: 2.91 0.14 2.60
H: 1.40 1.89 1.05
H: 1.71 2.28 2.67
H: -0.58 0.89 1.53
H: 0.88 -0.65 0.82
C: -2.01 -1.58 2.86
C: -2.48 -2.28 1.61
O: -3.05 -1.28 0.77
O: -0.72 -0.99 2.67
H: -1.96 -2.29 3.68
H: -2.67 -0.80 3.24
H: -3.27 -3.00 1.84
H: -1.75 -2.78 0.98
H: -2.32 -0.77 0.41
H: -0.61 -0.67 1.77
C: 2.35 0.50 -2.93
C: 1.37 0.55 -1.75
O: 0.19 -0.15 -1.99
O: 1.99 1.30 -4.09
H: 2.42 -0.56 -3.16
H: 3.34 0.81 -2.57
H: 1.23 1.59 -1.47
H: 1.86 0.18 -0.85
H: -0.27 -0.40 -1.19
H: 1.94 2.24 -3.90

Net charge: -1
Maximum force in eV/A: 5.446
Energy relative to the best compared isomer or geometry (same formula, charge and spin) in kJ/mol: 1102.58
E_HOMO in eV: -5.4
HOMO-LUMO gap in eV: 8.2
DFT total energy in eV: -43843.9367